C27H55BCl28FI2NO5PS | the ωB97M-V functional and the def2-TZVPD basis

Frontier orbital gap, eV: 5.8
Spin multiplicity: 1
LUMO level, Ha: -0.181
Charge: +1
Molar mass, g/mol: 1813.082

XYZ file:
```
122
Properties=species:S:1:pos:R:3:forces:R:3
C 1.236369 -3.003647 -3.100083 -0.3 0.4 -0.1
C 0.238914 -2.047134 -2.400408 0.0 0.0 -0.3
P 1.131963 -0.946127 -1.226799 1.5 -0.3 0.0
C 1.288630 0.812953 -1.706839 -0.2 0.5 -0.6
C 2.721543 1.111997 -2.204615 -0.3 -0.2 0.0
C 0.934692 -1.372816 0.587611 0.6 0.0 -1.3
S 2.179768 -0.282824 1.429631 0.4 0.9 -0.4
O 2.606330 -0.843929 2.633727 0.0 -1.3 1.7
O 1.913844 1.100514 1.376029 -0.9 0.8 -0.5
F 3.389190 -0.472370 0.486020 0.1 -0.3 -0.6
C 1.602691 -2.778673 0.654610 -0.6 -0.2 0.5
C 1.423089 -3.555012 1.949642 -0.9 -0.7 -0.2
I 2.003918 -5.596610 1.486519 0.1 0.2 0.1
C -0.040730 -3.522390 2.471764 1.3 0.1 0.0
C -0.998962 -2.732943 1.600572 -0.3 -1.2 0.2
B -1.647727 -3.707013 0.494085 -0.1 -0.3 -0.6
O -2.860219 -3.434731 -0.137512 0.7 0.9 -0.3
O -1.053351 -4.889484 0.245366 0.6 0.7 -0.1
C -0.853579 -5.291803 -1.110550 -0.2 -1.1 0.1
N -0.473371 -1.372895 1.171789 -0.3 0.6 1.2
I -0.608404 -0.299942 3.057130 0.1 0.4 0.3
C -1.526921 -0.684151 0.346761 -0.7 0.8 0.0
C -1.450017 0.834249 0.186779 -0.2 0.6 -0.2
C -2.656096 1.599602 0.775870 0.1 -0.8 0.3
O -3.603796 1.968264 -0.202729 0.3 0.3 -0.2
H 0.809682 -3.983736 -3.270738 0.0 -0.3 0.1
H 2.182375 -3.045709 -2.582777 0.1 -0.3 0.3
H 1.461519 -2.599806 -4.078036 0.1 0.1 -0.3
H -0.137767 -1.402009 -3.186743 -0.4 0.4 0.1
H -0.630617 -2.575878 -2.019112 -0.1 -0.1 0.3
H 0.645406 0.968841 -2.568613 -0.5 -0.1 0.0
H 0.995340 1.570266 -0.994086 -0.3 -0.2 0.4
H 3.189272 1.913034 -1.647965 0.2 0.0 0.3
H 2.678494 1.431687 -3.237796 0.0 0.2 -0.3
H 3.315797 0.205870 -2.208132 0.2 0.2 0.3
H 1.161526 -3.350201 -0.155171 -0.1 -0.2 -0.2
H 2.654730 -2.705239 0.422730 0.2 0.2 -0.2
H 2.085627 -3.268523 2.746013 0.4 0.2 0.0
H -0.003974 -3.157629 3.490840 -0.1 0.4 0.2
H -0.366088 -4.544826 2.573870 -0.5 -0.2 -0.2
H -1.843901 -2.506522 2.242159 -0.3 0.2 0.0
H -2.669769 -2.977859 -0.970461 -0.7 -0.1 0.0
H -1.651313 -5.003615 -1.788087 -0.2 0.3 0.1
H 0.113391 -4.954049 -1.459337 0.2 0.3 0.0
H -0.808337 -6.370282 -1.127943 -0.1 -0.3 0.0
H -1.653170 -1.112608 -0.638369 0.6 -0.5 -0.1
H -2.453971 -0.891353 0.870636 -0.1 -0.3 0.2
H -1.509174 1.053094 -0.874874 0.3 0.0 -0.3
H -0.533219 1.318539 0.521377 0.1 -0.4 0.1
H -2.305818 2.484552 1.284215 0.0 0.5 -0.1
H -3.131716 0.982512 1.541021 -0.1 0.0 0.0
H -3.692446 1.251185 -0.842152 -0.2 0.0 0.1
C 0.079953 -9.525930 -1.781103 0.0 -0.1 0.1
Cl -0.329566 -8.410211 -3.092936 0.0 0.0 0.0
Cl 1.641450 -9.137268 -1.050923 0.0 0.0 0.0
H -0.686752 -9.462564 -1.018495 0.0 0.1 0.0
H 0.126239 -10.529991 -2.184073 0.1 0.0 -0.1
C -5.757962 -0.655912 2.430074 -0.3 0.0 -0.1
Cl -5.972725 0.823873 1.503326 0.0 0.0 0.0
Cl -4.156423 -0.669298 3.195534 0.0 -0.3 0.2
H -6.521548 -0.710243 3.195886 0.1 0.0 0.1
H -5.832301 -1.510306 1.767092 0.1 0.0 0.0
C -0.790896 5.364688 0.989753 0.0 0.2 0.0
Cl -0.558347 6.194256 2.525868 0.1 -0.1 0.1
Cl 0.146618 3.859797 0.927627 0.1 -0.1 -0.1
H -1.843252 5.131537 0.872613 0.1 -0.1 0.0
H -0.460701 6.004529 0.178309 0.1 -0.1 0.3
C 5.560852 -1.850165 -3.623888 0.1 0.0 0.0
Cl 4.990006 -3.163414 -2.584503 0.0 0.0 0.0
Cl 4.225580 -0.884004 -4.267365 0.2 -0.2 -0.3
H 6.204415 -1.202415 -3.040878 -0.1 0.0 0.1
H 6.107582 -2.275875 -4.456045 -0.1 -0.1 0.0
C -6.058430 1.202517 -2.965015 -0.1 0.2 0.0
Cl -4.961792 -0.115905 -2.501384 0.1 -0.1 -0.1
Cl -7.307480 1.467806 -1.749929 0.0 0.0 -0.1
H -5.477834 2.110978 -3.068900 0.1 0.0 0.1
H -6.530782 0.946897 -3.905329 0.0 -0.2 0.0
C -4.983327 -5.509864 0.992032 0.1 0.0 0.1
Cl -5.075531 -6.684378 -0.324197 0.1 0.0 0.0
Cl -6.571130 -4.822811 1.363315 0.0 0.1 0.1
H -4.600696 -6.007524 1.876175 -0.1 -0.1 0.0
H -4.320408 -4.710024 0.686838 -0.2 -0.1 -0.1
C 6.184797 -4.213475 2.463200 0.1 -0.1 0.0
Cl 5.576243 -5.532143 3.465253 0.0 0.0 0.0
Cl 4.875402 -3.174212 1.874312 0.2 0.2 0.0
H 6.860563 -3.609096 3.055416 -0.1 0.1 0.0
H 6.703102 -4.632862 1.609675 -0.1 0.0 0.0
C 3.078008 4.437566 3.040529 -0.2 0.0 0.1
Cl 4.604335 4.905252 2.275187 0.0 -0.1 -0.1
Cl 3.030844 4.907181 4.741127 0.0 -0.1 0.0
H 2.265209 4.930178 2.520657 0.1 0.1 0.0
H 2.969077 3.361569 2.969819 0.1 0.0 0.0
C 6.524659 -3.070876 -7.713073 0.0 0.0 0.0
Cl 5.162927 -4.023903 -7.109422 0.0 0.0 0.0
Cl 6.444280 -1.397175 -7.148255 0.1 0.0 -0.1
H 7.444938 -3.515081 -7.354132 0.0 0.0 0.1
H 6.503045 -3.074217 -8.795737 -0.1 0.0 0.0
C -9.862320 0.166492 0.877711 0.0 0.1 0.0
Cl -8.808920 -1.192450 1.293786 -0.1 -0.2 -0.1
Cl -11.055384 0.479016 2.138724 0.0 0.0 0.0
H -9.248046 1.050806 0.751428 0.1 0.0 0.1
H -10.379768 -0.068707 -0.044267 0.0 -0.1 0.0
C 2.778272 8.955399 5.606093 0.1 0.0 0.0
Cl 1.619959 8.264223 4.460992 0.0 0.1 -0.1
Cl 3.124122 7.848289 6.939007 0.0 0.1 0.0
H 3.702302 9.165835 5.081162 0.0 -0.1 0.0
H 2.361087 9.868460 6.012339 -0.1 0.0 0.0
C 7.201347 7.234127 2.710798 0.0 0.0 0.0
Cl 8.600288 6.783432 1.727720 0.0 0.0 -0.1
Cl 7.676930 8.159479 4.139974 -0.1 0.0 0.0
H 6.534626 7.840398 2.109600 0.1 0.1 0.0
H 6.697221 6.332260 3.033474 0.1 0.0 0.1
C -4.293564 7.879872 1.471490 0.0 0.2 0.0
Cl -4.182645 6.136094 1.190402 -0.1 0.0 0.0
Cl -2.710901 8.667075 1.496310 -0.1 0.0 -0.1
H -4.882637 8.316166 0.674377 0.0 0.0 -0.1
H -4.774950 8.044042 2.427593 0.1 -0.1 0.1
C -0.270958 5.907830 -3.289177 0.0 0.0 -0.1
Cl 0.758404 4.548402 -2.814718 0.0 0.0 0.0
Cl -1.441120 6.313351 -2.025770 -0.1 0.1 -0.4
H 0.355894 6.771828 -3.471871 0.0 0.0 0.1
H -0.811127 5.637984 -4.188055 0.0 -0.1 0.0
```
Forces are in eV/Å.

Here are the Mulliken charges for atoms 1 to 5, given in e: C -1.38; C -0.04; P 0.37; C 0.39; C -1.48

C27H55F2NO14S | the ωB97M-V functional and the def2-TZVPD basis

Frontier orbital gap, eV: 9.7
Spin multiplicity: 1
SMILES: O=S(=O)(F)NCCCF.CCOC(C)=O.CCOC(C)=O.CCOC(C)=O.CCOC(C)=O.CCOC(C)=O.CCOC(C)=O
ΔE to the lowest compared entry with this formula, charge and spin, kJ/mol: 441.7
LUMO level, Ha: 0.008
Molar mass, g/mol: 687.793

XYZ file:
```
100
Properties=species:S:1:pos:R:3:forces:R:3
O 3.399111 -5.478152 0.095334 -5.9 -2.0 -1.4
S 1.963737 -5.777134 -0.462488 5.1 3.1 -1.9
O 1.892479 -5.517263 -1.986081 -0.8 -1.7 5.4
F 1.576489 -7.450920 -0.181211 0.4 3.6 -0.4
N 0.860372 -4.760776 0.432555 -0.1 -1.6 -2.0
C -0.228890 -4.167193 -0.435816 -0.9 0.8 -0.6
C -1.236324 -5.257709 -1.130502 0.0 0.0 -0.2
C -2.207038 -6.073810 -0.092270 -0.4 -0.6 0.3
F -1.575399 -6.349319 1.244593 -1.0 0.7 -2.8
H 1.349053 -4.032912 0.998464 0.4 -0.9 -0.5
H -0.879820 -3.459915 0.258245 1.5 -1.6 -1.4
H 0.283909 -3.485417 -1.269690 -1.3 -1.6 1.6
H -0.656280 -6.046829 -1.782458 -0.9 1.7 1.4
H -1.907855 -4.643475 -1.902958 1.3 -1.3 1.9
H -3.227930 -5.515486 0.159416 2.4 -1.1 -0.6
H -2.439050 -7.154534 -0.542809 0.5 2.5 1.0
O 2.303689 -2.646312 2.025285 -0.4 1.6 0.8
C 1.965268 -1.495582 2.286821 0.0 -1.0 -0.1
O 2.281543 -0.944466 3.481834 0.5 -0.8 -0.2
C 2.086150 0.439872 3.821746 -0.3 0.3 -0.2
C 0.664436 0.688292 4.287119 -0.2 -0.1 0.0
C 1.121244 -0.710409 1.327020 0.3 0.4 -0.5
H 2.380567 1.092404 2.993844 -0.2 -0.1 0.1
H 2.775542 0.656542 4.645529 0.0 -0.3 -0.2
H -0.062793 0.464745 3.502205 0.1 0.1 0.0
H 0.534330 1.730602 4.591639 0.1 -0.1 -0.1
H 0.421334 0.039900 5.135599 0.1 0.1 -0.1
H 0.075108 -1.008699 1.441456 0.1 0.0 0.0
H 1.454037 -0.936473 0.308869 -0.2 -0.2 0.2
H 1.208523 0.368330 1.441298 -0.1 0.0 0.2
O -2.331223 -1.718006 0.310733 -0.5 0.5 -1.5
C -2.678120 -1.140268 -0.715419 0.4 -0.7 0.4
O -2.910631 -1.841111 -1.849691 0.1 -0.2 1.1
C -3.481787 -1.289647 -3.049599 1.1 0.5 -0.8
C -2.418543 -0.618137 -3.897032 0.3 0.2 0.4
C -2.765092 0.356649 -0.757459 -0.6 0.4 0.2
H -4.319028 -0.624619 -2.815790 0.5 -0.1 0.0
H -3.904186 -2.133106 -3.607257 0.8 0.4 0.6
H -1.952563 0.219745 -3.371921 -0.1 -0.1 -0.2
H -2.848015 -0.244489 -4.830847 0.0 -0.1 0.1
H -1.617006 -1.325325 -4.135472 -0.1 0.0 0.0
H -1.763163 0.770802 -0.902669 -0.1 -0.1 -0.1
H -3.167706 0.706707 0.198496 0.3 -0.1 0.0
H -3.433959 0.739552 -1.525806 0.2 -0.1 -0.2
O 2.507488 3.449757 2.459203 1.7 0.8 -0.5
C 3.687062 3.663650 2.194701 -1.2 -0.3 0.0
O 4.066880 4.855368 1.677630 -0.6 0.0 0.4
C 5.432439 5.269509 1.493651 0.2 -0.1 -0.2
C 5.991560 4.730428 0.191218 -0.1 -0.2 -0.2
C 4.714396 2.582470 2.355093 0.4 -0.1 0.6
H 6.044148 5.000333 2.360402 -0.1 -0.1 -0.1
H 5.420849 6.364490 1.452316 -0.3 -0.2 0.1
H 6.003298 3.637445 0.177912 0.1 0.1 0.1
H 7.012477 5.088638 0.031588 -0.1 0.0 0.0
H 5.369977 5.048982 -0.652337 0.1 0.1 0.2
H 4.674866 1.917723 1.487326 0.0 0.1 0.1
H 4.478791 2.012941 3.259867 0.0 0.0 -0.3
H 5.729372 2.952547 2.486322 0.0 -0.1 -0.2
O 7.739606 1.072146 3.923167 -1.5 -0.8 1.4
C 7.043012 0.371075 4.651428 1.1 0.7 -0.8
O 6.163433 0.938559 5.509400 0.0 0.5 -0.5
C 5.185618 0.213984 6.276852 0.1 -0.3 0.2
C 5.796235 -0.336924 7.550902 0.2 0.0 0.1
C 7.214555 -1.119008 4.669247 -0.3 -0.5 -0.4
H 4.704516 -0.559013 5.669466 0.2 0.0 0.0
H 4.401613 0.933787 6.537709 0.3 0.1 -0.2
H 6.600453 -1.046575 7.339825 -0.2 0.0 0.0
H 5.038197 -0.843745 8.154707 0.1 0.1 -0.1
H 6.237108 0.471409 8.143909 -0.2 -0.1 -0.1
H 8.071633 -1.374477 5.299028 -0.1 0.0 -0.1
H 7.402470 -1.457812 3.645339 0.2 0.2 0.2
H 6.335153 -1.661540 5.010810 0.1 0.0 0.2
O -5.692306 -2.209543 -3.268597 -3.8 0.6 -0.8
C -6.748063 -1.786803 -3.730956 1.0 -0.8 0.7
O -6.929469 -0.458758 -3.918583 0.7 -0.1 0.0
C -8.050022 0.124714 -4.607083 -0.3 0.0 0.1
C -9.238071 0.277083 -3.677094 -0.1 -0.1 0.2
C -7.887125 -2.721108 -4.013275 -0.1 -0.3 -0.7
H -8.291342 -0.440283 -5.512867 0.0 -0.1 0.2
H -7.726132 1.117315 -4.939744 0.2 -0.3 0.2
H -9.584409 -0.689468 -3.301922 0.0 0.1 -0.1
H -10.070381 0.766384 -4.190820 0.1 0.0 0.0
H -8.963629 0.874808 -2.801403 0.0 0.0 -0.2
H -8.418497 -2.931889 -3.080705 0.1 0.0 -0.1
H -7.478221 -3.652991 -4.416859 0.0 0.1 0.3
H -8.588731 -2.350928 -4.758305 -0.1 0.1 0.2
O -0.179504 1.717189 -3.127637 -1.3 1.8 -0.1
C -0.727543 2.813462 -3.197976 0.9 -1.3 -0.1
O -2.054975 2.899801 -3.447545 0.0 -0.5 0.3
C -2.822702 4.114808 -3.380725 0.0 0.2 -0.2
C -2.711860 4.897872 -4.674588 0.1 0.0 -0.2
C 0.074924 4.076815 -3.097590 0.2 0.4 0.6
H -2.545017 4.706501 -2.502834 0.1 -0.1 -0.1
H -3.865942 3.813931 -3.232575 0.3 -0.2 0.0
H -1.681526 5.202632 -4.875729 -0.1 0.0 0.1
H -3.336317 5.794960 -4.637766 0.0 -0.1 0.0
H -3.029241 4.281671 -5.522523 0.0 0.1 0.2
H 0.540463 4.284586 -4.065359 -0.1 0.0 0.1
H 0.854802 3.932171 -2.343032 0.0 -0.1 -0.3
H -0.500888 4.942273 -2.775447 0.0 0.0 -0.2
```
Forces are in eV/Å.

Here are the Mulliken charges for atoms 1 to 5, given in e: O -0.57; S 1.09; O -0.55; F -0.28; N -0.05

Number 1: highest occupied orbital energy -10.8 eV. Number 2: highest occupied orbital energy -9.5 eV.